DFT (wB97M-V/def2-TZVPD) results for a structure of composition C62H48F3HgN4P2SSb.

Positions of all 122 atoms, in Å:
Hg1 -0.74 -0.50 -0.74
N1 -1.92 -2.38 3.92
C1 -1.16 -1.87 4.99
C2 -1.30 -2.41 6.26
C3 -0.58 -1.89 7.33
C4 0.27 -0.81 7.14
C5 0.43 -0.28 5.86
C6 -0.27 -0.81 4.80
S1 0.00 -0.18 3.16
N2 -1.06 -1.04 2.20
C7 -1.83 -1.97 2.62
C8 -2.65 -2.70 1.61
C9 -3.18 -3.95 1.90
C10 -3.88 -4.63 0.91
C11 -4.04 -4.04 -0.32
C12 -3.48 -2.79 -0.52
N3 -2.80 -2.13 0.41
H1 -2.63 -3.05 4.17
H2 -1.96 -3.25 6.41
H3 -0.69 -2.32 8.31
H4 0.82 -0.39 7.97
H5 1.09 0.56 5.69
H6 -3.05 -4.42 2.86
H7 -4.29 -5.61 1.11
H8 -4.58 -4.54 -1.12
H9 -3.60 -2.27 -1.47
C13 3.95 -0.64 -0.56
P1 2.16 -0.51 -0.10
C14 2.17 1.27 0.36
C15 2.63 1.79 1.56
C16 2.79 3.17 1.70
C17 2.49 4.01 0.64
C18 1.99 3.50 -0.55
C19 1.83 2.13 -0.69
C20 2.10 -1.56 1.39
C21 3.01 -1.47 2.44
C22 2.91 -2.34 3.52
C23 1.93 -3.32 3.55
C24 1.05 -3.44 2.49
C25 1.14 -2.57 1.41
P2 4.29 -2.42 -0.99
C26 5.99 -2.27 -1.67
C27 6.88 -1.28 -1.24
C28 8.17 -1.22 -1.76
C29 8.59 -2.15 -2.70
C30 7.72 -3.16 -3.10
C31 6.44 -3.22 -2.59
C32 3.32 -2.48 -2.56
C33 3.66 -1.73 -3.68
C34 2.93 -1.86 -4.86
C35 1.85 -2.73 -4.91
C36 1.48 -3.45 -3.79
C37 2.22 -3.33 -2.62
H10 4.54 -0.34 0.30
H11 4.15 0.02 -1.40
H12 2.86 1.14 2.39
H13 3.15 3.57 2.63
H14 2.64 5.08 0.74
H15 1.74 4.16 -1.36
H16 1.45 1.72 -1.62
H17 3.80 -0.74 2.44
H18 3.62 -2.26 4.34
H19 1.87 -4.01 4.39
H20 0.30 -4.23 2.48
H21 0.48 -2.70 0.56
H22 6.58 -0.55 -0.51
H23 8.84 -0.44 -1.43
H24 9.59 -2.10 -3.10
H25 8.06 -3.90 -3.81
H26 5.77 -4.01 -2.91
H27 4.52 -1.07 -3.65
H28 3.22 -1.30 -5.73
H29 1.30 -2.85 -5.84
H30 0.63 -4.12 -3.82
H31 1.95 -3.91 -1.74
F1 -8.32 0.77 1.92
C38 -7.05 1.05 1.57
C39 -6.05 0.16 1.91
C40 -4.75 0.46 1.54
C41 -4.45 1.63 0.85
C42 -5.48 2.49 0.51
C43 -6.79 2.21 0.87
Sb1 -2.39 2.07 0.42
C44 -2.06 3.17 2.23
C45 -2.72 2.82 3.40
C46 -2.45 3.48 4.59
C47 -1.50 4.48 4.58
F2 -1.21 5.11 5.74
C48 -0.83 4.86 3.43
C49 -1.12 4.19 2.25
C50 -2.68 3.84 -0.77
C51 -2.31 3.85 -2.11
C52 -2.51 4.98 -2.89
C53 -3.08 6.10 -2.31
F3 -3.26 7.20 -3.06
C54 -3.46 6.12 -0.98
C55 -3.25 4.99 -0.21
H32 -6.30 -0.75 2.45
H33 -3.95 -0.24 1.79
H34 -5.28 3.40 -0.05
H35 -7.60 2.88 0.62
H36 -3.46 2.03 3.39
H37 -2.97 3.24 5.51
H38 -0.09 5.65 3.47
H39 -0.62 4.48 1.34
H40 -1.86 2.97 -2.55
H41 -2.23 5.00 -3.94
H42 -3.90 7.02 -0.56
H43 -3.54 5.00 0.83
N4 -1.28 0.80 -3.12
C56 -1.12 0.49 -4.22
C57 -0.92 0.09 -5.57
C58 -2.03 -0.23 -6.37
C59 -1.82 -0.62 -7.67
C60 -0.53 -0.72 -8.18
C61 0.56 -0.41 -7.38
C62 0.37 0.00 -6.07
H44 -3.02 -0.15 -5.95
H45 -2.67 -0.86 -8.30
H46 -0.38 -1.03 -9.21
H47 1.57 -0.49 -7.78
H48 1.21 0.24 -5.44

The energy relative to the best compared isomer or geometry (same formula, charge and spin) is 21.6 kcal per mole. The total charge is +1. Its spin multiplicity is 2. The calculation puts the HOMO energy (spin up / spin down) at -9.4 / -9.4 eV. The value obtained for the HOMO-LUMO gap (spin up / spin down) is 7.0 / 5.3 eV. The value obtained for the LUMO energy (spin up / spin down) is -2.41 / -4.11 eV.

Löwdin population analysis, charges in e, atoms 1 to 2:
1 Hg 0.70
2 N 0.13

=====

DFT (wB97M-V/def2-TZVPD) results for a structure of composition C62H49BaN12O6.

Positions of all 130 atoms, in Å:
Ba1 -0.12 0.33 -0.15
C1 -3.74 -9.10 -2.43
O1 -4.36 -7.85 -2.24
C2 -3.54 -6.79 -1.95
C3 -4.16 -5.54 -1.92
C4 -3.41 -4.42 -1.61
C5 -2.04 -4.50 -1.33
C6 -1.46 -5.76 -1.36
C7 -2.19 -6.91 -1.66
C8 -1.29 -3.24 -1.03
C9 -0.98 -2.42 -2.13
C10 -1.28 -2.71 -3.53
C11 -0.71 -1.73 -4.27
C12 -0.01 -0.84 -3.33
N1 -0.25 -1.27 -2.09
C13 0.97 0.14 -3.69
C14 1.99 0.67 -2.85
C15 3.25 1.28 -3.32
C16 4.04 1.41 -2.24
C17 3.28 0.93 -1.08
C18 3.73 0.95 0.25
C19 5.12 1.44 0.47
C20 6.25 0.70 0.11
C21 7.53 1.19 0.31
C22 7.71 2.43 0.90
O2 9.01 2.83 1.07
C23 9.22 4.12 1.62
C24 6.61 3.20 1.27
C25 5.33 2.69 1.04
C26 3.02 0.56 1.43
N2 1.82 -0.04 1.46
C27 1.50 -0.37 2.74
C28 0.48 -1.26 3.11
C29 0.21 -1.45 4.57
C30 1.07 -2.15 5.41
C31 0.77 -2.33 6.75
C32 -0.40 -1.79 7.27
O3 -0.62 -2.01 8.61
C33 -1.84 -1.56 9.14
C34 -1.27 -1.08 6.46
C35 -0.95 -0.91 5.11
C36 -0.27 -2.11 2.23
C37 -0.93 -3.35 2.61
C38 -1.35 -3.94 1.45
C39 -0.98 -3.05 0.36
N3 -0.34 -1.98 0.89
C40 2.54 0.17 3.62
C41 3.49 0.70 2.81
N4 2.06 0.53 -1.51
C42 1.00 0.49 -5.14
C43 2.00 0.03 -5.98
C44 2.03 0.32 -7.34
C45 1.01 1.09 -7.88
O4 0.92 1.43 -9.21
C46 1.95 0.95 -10.05
C47 -0.02 1.56 -7.07
C48 -0.02 1.26 -5.72
H1 -4.52 -9.77 -2.79
H2 -3.32 -9.49 -1.50
H3 -2.94 -9.04 -3.18
H4 -5.22 -5.48 -2.14
H5 -3.89 -3.45 -1.59
H6 -0.40 -5.85 -1.14
H7 -1.70 -7.87 -1.67
H8 -1.84 -3.55 -3.90
H9 -0.71 -1.64 -5.34
H10 3.48 1.55 -4.33
H11 5.05 1.81 -2.22
H12 6.11 -0.27 -0.34
H13 8.40 0.61 0.03
H14 8.81 4.18 2.63
H15 8.76 4.89 1.00
H16 10.29 4.27 1.65
H17 6.72 4.17 1.72
H18 4.47 3.28 1.32
H19 1.98 -2.58 5.00
H20 1.43 -2.89 7.40
H21 -1.91 -0.46 9.11
H22 -1.86 -1.89 10.18
H23 -2.69 -1.98 8.61
H24 -2.17 -0.63 6.84
H25 -1.60 -0.33 4.46
H26 -1.03 -3.74 3.61
H27 -1.87 -4.88 1.35
H28 2.55 0.10 4.69
H29 4.42 1.14 3.13
H30 2.78 -0.59 -5.55
H31 2.83 -0.08 -7.95
H32 2.92 1.34 -9.74
H33 1.72 1.32 -11.05
H34 1.98 -0.14 -10.06
H35 -0.81 2.15 -7.51
H36 -0.82 1.63 -5.09
N5 -2.49 3.74 -1.74
C49 -3.65 3.23 -1.32
N6 -4.78 3.86 -1.67
C50 -5.88 3.31 -1.17
N7 -7.07 3.89 -1.51
N8 -5.95 2.25 -0.36
C51 -4.75 1.71 -0.11
N9 -3.58 2.10 -0.56
C52 -4.76 0.49 0.80
C53 -5.93 0.15 1.46
C54 -5.90 -0.95 2.31
C55 -4.72 -1.65 2.45
C56 -3.61 -1.23 1.73
N10 -3.61 -0.18 0.92
H37 -2.54 4.62 -2.22
H38 -1.63 3.44 -1.25
H39 -7.02 4.80 -1.94
H40 -7.88 3.63 -0.98
H41 -6.81 0.74 1.31
H42 -6.80 -1.25 2.84
H43 -4.64 -2.52 3.09
H44 -2.67 -1.77 1.82
O5 -1.19 2.03 3.03
N11 -1.00 1.86 1.83
N12 -0.54 2.91 1.15
O6 -0.35 2.78 -0.22
C57 -0.17 4.16 1.74
C58 -0.69 5.32 1.19
C59 -0.30 6.54 1.72
C60 0.60 6.59 2.78
C61 1.11 5.42 3.31
C62 0.73 4.19 2.80
H45 -1.38 5.25 0.36
H46 -0.70 7.46 1.30
H47 0.90 7.55 3.19
H48 1.81 5.45 4.14
H49 1.11 3.26 3.20

The energy relative to the best compared isomer or geometry (same formula, charge and spin) is 42.9 kcal per mole. The total charge is -1. Its spin multiplicity is 1. The calculation puts the HOMO energy at -3.9 eV. The value obtained for the HOMO-LUMO gap is 5.6 eV. The value obtained for the LUMO energy is 1.70 eV.

Löwdin population analysis, charges in e, atoms 1 to 2:
1 Ba 2.03
2 C -0.10

=====

DFT (wB97M-V/def2-TZVPD) results for a structure of composition C62H53CuGeNP2SSb.

Positions of all 122 atoms, in Å:
Cu1 -0.27 -0.16 -0.58
C1 2.77 1.96 -0.69
N1 2.28 1.43 0.60
P1 0.55 1.89 0.67
C2 0.73 3.58 1.40
C3 1.94 4.13 1.79
C4 2.00 5.42 2.31
C5 0.83 6.16 2.47
C6 -0.39 5.61 2.08
C7 -0.43 4.33 1.55
C8 -0.25 0.97 2.02
C9 -1.78 0.79 1.65
C10 -2.69 0.73 2.80
C11 -2.28 0.77 4.08
C12 -0.90 1.10 4.40
C13 0.02 1.26 3.44
P2 2.52 -0.29 0.81
C14 2.84 -0.33 2.64
C15 3.41 0.75 3.32
C16 3.68 0.67 4.68
C17 3.40 -0.51 5.38
C18 2.84 -1.59 4.71
C19 2.55 -1.49 3.35
C20 4.29 -0.54 0.34
C21 5.35 0.36 0.53
C22 6.65 0.01 0.20
C23 6.92 -1.26 -0.31
C24 5.88 -2.17 -0.48
C25 4.58 -1.80 -0.17
H1 2.63 3.04 -0.73
H2 2.24 1.52 -1.54
H3 3.83 1.76 -0.82
H4 2.85 3.55 1.68
H5 2.95 5.84 2.61
H6 0.88 7.16 2.88
H7 -1.30 6.18 2.20
H8 -1.39 3.91 1.24
H9 -2.16 1.32 0.78
H10 -3.75 0.67 2.58
H11 -3.00 0.68 4.88
H12 -0.64 1.31 5.43
H13 0.99 1.67 3.70
H14 3.62 1.66 2.78
H15 4.12 1.52 5.19
H16 3.61 -0.57 6.44
H17 2.61 -2.50 5.24
H18 2.12 -2.34 2.83
H19 5.16 1.34 0.96
H20 7.45 0.72 0.34
H21 7.94 -1.53 -0.57
H22 6.09 -3.16 -0.88
H23 3.77 -2.51 -0.33
C26 -0.79 -0.32 1.34
Ge1 -1.16 -2.07 2.00
C27 -2.95 -2.34 1.21
C28 -4.11 -2.47 1.98
C29 -5.37 -2.57 1.38
C30 -5.49 -2.54 0.00
C31 -4.35 -2.39 -0.78
C32 -3.10 -2.29 -0.18
C33 -1.32 -2.73 3.84
C34 -2.04 -3.92 4.02
C35 -2.18 -4.51 5.27
C36 -1.58 -3.93 6.38
C37 -0.84 -2.77 6.23
C38 -0.71 -2.18 4.97
C39 0.04 -3.42 1.20
C40 0.54 -4.50 1.95
C41 1.38 -5.45 1.38
C42 1.75 -5.35 0.05
C43 1.27 -4.29 -0.72
C44 0.43 -3.34 -0.14
H24 -4.05 -2.48 3.06
H25 -6.25 -2.67 2.00
H26 -6.46 -2.61 -0.47
H27 -4.43 -2.33 -1.86
H28 -2.23 -2.15 -0.82
H29 -2.50 -4.40 3.16
H30 -2.75 -5.43 5.37
H31 -1.69 -4.38 7.36
H32 -0.35 -2.31 7.08
H33 -0.10 -1.29 4.87
H34 0.28 -4.59 3.00
H35 1.76 -6.26 1.99
H36 2.41 -6.09 -0.40
H37 1.56 -4.19 -1.76
H38 0.11 -2.51 -0.76
S1 -0.46 -0.67 -2.69
Sb1 0.72 1.11 -3.85
C45 2.02 0.01 -5.16
C46 1.63 -1.26 -5.58
C47 2.49 -2.04 -6.35
C48 3.75 -1.56 -6.69
C49 4.15 -0.30 -6.27
C50 3.29 0.48 -5.50
C51 1.48 3.28 -3.77
C52 2.77 3.75 -4.03
C53 3.20 4.96 -3.49
C54 2.36 5.71 -2.67
C55 1.08 5.24 -2.40
C56 0.65 4.03 -2.94
C57 -0.79 1.54 -5.29
C58 -1.98 2.15 -4.85
C59 -3.01 2.40 -5.74
C60 -2.88 2.04 -7.08
C61 -1.72 1.44 -7.52
C62 -0.68 1.19 -6.63
H39 0.66 -1.65 -5.29
H40 2.17 -3.02 -6.67
H41 4.42 -2.18 -7.28
H42 5.14 0.07 -6.52
H43 3.62 1.45 -5.17
H44 3.45 3.21 -4.67
H45 4.20 5.32 -3.70
H46 2.70 6.64 -2.23
H47 0.42 5.81 -1.76
H48 -0.34 3.67 -2.68
H49 -2.11 2.40 -3.80
H50 -3.92 2.87 -5.39
H51 -3.69 2.24 -7.77
H52 -1.61 1.15 -8.56
H53 0.23 0.71 -6.99

The total charge is -1. Its spin multiplicity is 2. The calculation puts the HOMO energy (spin up / spin down) at -3.5 / -4.4 eV. The value obtained for the HOMO-LUMO gap (spin up / spin down) is 5.9 / 6.5 eV. The value obtained for the LUMO energy (spin up / spin down) is 2.44 / 2.15 eV.

Löwdin population analysis, charges in e, atoms 1 to 2:
1 Cu -0.18
2 C -0.20

=====

> What is the total charge in the third record?

-1